(1)
Molecular formula: C3H5NO2
Method: DFT, wB97M-V/def2-TZVPD

Values from the calculation:
Energy relative to the best compared isomer or geometry (same formula, charge and spin): 0.504 eV
Largest force on an atom: 1.37 eV Å⁻¹
Gap between HOMO and LUMO: 10.989 eV
HOMO energy: -10.19 eV

Geometry as ORCA input:
```
! wB97M-V def2-TZVPD RIJCOSX def2/J DEFGRID3
* xyz 0 1
O -0.394 -2.062 -1.555
C -0.136 -1.147 -0.821
N -0.657 0.131 -0.837
C 0.111 0.999 0.045
C 0.437 -0.099 1.058
O 0.742 -1.224 0.233
H -1.128 0.442 -1.673
H 0.932 1.485 -0.509
H -0.493 1.757 0.543
H -0.498 -0.284 1.599
H 1.085 0.002 1.918
*
```

(2)
Molecular formula: C43H103Br3N9O27P3
Method: DFT, wB97M-V/def2-TZVPD

Values from the calculation:
Largest force on an atom: 4.83 eV Å⁻¹
Gap between HOMO and LUMO: 7.979 eV
HOMO energy: -8.00 eV

Geometry as ORCA input:
```
! wB97M-V def2-TZVPD RIJCOSX def2/J DEFGRID3
* xyz 0 1
C 2.754 18.857 17.958
Br 1.009 18.766 16.953
Br 4.143 19.497 16.778
Br 3.380 17.050 18.547
H 2.587 19.490 18.829
O 5.091 26.054 11.157
P 4.703 26.682 12.420
N 3.023 26.790 12.552
C 2.233 25.694 12.018
C 2.328 27.494 13.631
N 5.286 28.283 12.728
C 4.565 29.415 12.204
C 6.703 28.569 13.093
N 5.134 25.804 13.859
C 5.003 24.355 13.887
C 5.045 26.411 15.209
H 1.215 26.042 11.848
H 2.053 24.881 12.722
H 2.519 25.313 11.037
H 1.570 28.176 13.245
H 3.064 28.154 14.090
H 1.878 26.845 14.383
H 5.262 30.125 11.757
H 3.812 29.083 11.491
H 4.117 30.025 12.989
H 6.767 29.330 13.870
H 7.103 27.655 13.533
H 7.272 28.801 12.193
H 3.966 24.020 13.883
H 5.482 24.026 12.964
H 5.427 23.916 14.790
H 5.693 25.827 15.862
H 4.024 26.352 15.585
H 5.410 27.438 15.239
O -0.271 28.307 17.238
P -1.613 27.919 16.807
N -1.761 27.110 15.358
C -0.988 27.685 14.247
C -2.906 26.377 14.840
N -2.706 29.314 16.474
C -2.050 30.568 16.261
C -4.131 29.137 16.044
N -2.517 26.987 17.948
C -2.827 27.652 19.224
C -2.359 25.533 18.075
H -1.689 28.291 13.673
H -0.513 26.917 13.638
H -0.138 28.222 14.667
H -2.762 25.297 14.882
H -3.200 26.649 13.826
H -3.723 26.529 15.545
H -1.099 30.658 16.784
H -1.889 30.618 15.184
H -2.677 31.439 16.455
H -4.144 28.682 15.053
H -4.713 28.552 16.755
H -4.627 30.108 16.037
H -3.275 28.631 19.056
H -3.592 27.134 19.804
H -1.901 27.616 19.797
H -2.907 25.156 17.211
H -2.846 25.260 19.012
H -1.327 25.204 17.953
O -3.457 21.877 21.604
P -2.637 21.058 20.639
N -2.523 19.455 21.304
C -3.786 18.765 21.514
C -1.398 19.086 22.178
N -0.989 21.548 20.329
C -0.039 20.870 19.501
C -0.430 22.814 20.771
N -3.232 20.799 19.062
C -3.014 19.479 18.409
C -3.688 21.890 18.231
H -4.112 18.013 20.796
H -4.632 19.437 21.372
H -4.019 18.353 22.496
H -1.413 18.083 22.604
H -1.464 19.777 23.019
H -0.444 19.194 21.663
H 0.938 20.772 19.975
H -0.252 19.809 19.373
H -0.002 21.325 18.511
H -1.094 23.565 20.343
H -0.478 22.782 21.860
H 0.545 23.072 20.358
H -3.397 18.621 18.961
H -3.495 19.665 17.449
H -1.981 19.365 18.081
H -4.041 22.699 18.872
H -4.417 21.597 17.476
H -2.843 22.260 17.651
C -5.834 24.346 13.736
O -5.839 25.002 14.990
C -5.792 24.301 16.105
O -6.072 23.085 16.266
O -5.545 25.187 17.107
C -5.608 24.936 18.463
H -6.340 24.866 12.923
H -6.266 23.358 13.898
H -4.832 24.141 13.359
H -4.832 24.248 18.796
H -6.558 24.483 18.746
H -5.373 25.893 18.929
C -0.836 19.408 13.824
O -1.011 18.170 13.112
C 0.008 17.221 13.175
O 1.051 17.325 13.858
O -0.389 16.231 12.387
C 0.353 15.017 12.292
H -0.534 20.216 13.158
H -0.112 19.365 14.638
H -1.762 19.774 14.267
H 1.421 15.194 12.166
H 0.070 14.435 11.415
H 0.132 14.484 13.217
C 3.464 23.265 21.483
O 3.155 23.820 20.194
C 3.012 23.067 19.040
O 3.343 21.900 18.795
O 2.351 23.917 18.153
C 1.703 25.123 18.503
H 3.697 22.201 21.437
H 2.693 23.385 22.243
H 4.350 23.821 21.788
H 1.226 25.419 17.569
H 2.417 25.867 18.856
H 0.971 24.965 19.295
C 0.816 23.618 9.287
O 0.790 22.390 9.889
C 1.877 21.791 10.468
O 1.882 20.646 11.009
O 2.896 22.626 10.479
C 4.104 22.225 11.133
H 1.095 24.416 9.976
H -0.115 23.911 8.802
H 1.608 23.685 8.540
H 4.526 21.241 10.930
H 4.110 22.525 12.181
H 4.828 22.874 10.640
C -1.344 24.265 12.433
O -0.228 23.750 13.069
C -0.209 22.872 14.125
O -1.210 22.382 14.692
O 1.011 22.516 14.326
C 1.379 21.667 15.434
H -2.191 24.447 13.095
H -1.678 23.562 11.671
H -0.978 25.191 11.988
H 0.480 21.362 15.969
H 2.090 22.150 16.103
H 1.950 20.787 15.139
C -2.235 26.908 10.395
O -1.154 26.734 9.498
C -0.946 27.758 8.631
O -1.591 28.810 8.524
O -0.030 27.405 7.724
C 0.159 28.173 6.635
H -3.164 27.336 10.019
H -1.908 27.658 11.115
H -2.433 26.076 11.071
H -0.128 29.213 6.788
H -0.583 27.765 5.949
H 1.166 28.030 6.243
C 3.823 19.290 13.276
O 5.276 19.276 13.348
C 5.912 20.290 13.841
O 5.484 21.355 14.259
O 7.190 19.873 13.797
C 8.219 20.758 14.300
H 3.388 19.270 14.275
H 3.538 18.293 12.940
H 3.528 20.105 12.615
H 9.264 20.575 14.049
H 8.153 20.682 15.385
H 8.076 21.826 14.135
C -7.100 24.456 10.057
O -6.170 23.470 9.528
C -4.844 23.596 9.706
O -4.293 24.414 10.433
O -4.242 22.555 9.214
C -2.866 22.513 9.077
H -7.695 24.967 9.300
H -6.604 25.372 10.376
H -7.734 24.047 10.843
H -2.530 21.658 8.490
H -2.512 22.400 10.101
H -2.496 23.448 8.655
*
```

(3)
Molecular formula: C35H60Cl3F9HfN4O12S3
Method: DFT, wB97M-V/def2-TZVPD

Values from the calculation:
Largest force on an atom: 8.34 eV Å⁻¹
<S²>: 6.030
Gap between HOMO and LUMO (spin up / spin down): 6.486 / 4.748 eV
HOMO energy (spin up / spin down): -12.94 / -13.55 eV

Geometry as ORCA input:
```
! wB97M-V def2-TZVPD RIJCOSX def2/J DEFGRID3
* xyz 2 5
Hf 5.094 -19.767 20.302
C 8.429 -18.195 17.644
F 9.196 -17.134 17.917
F 8.272 -18.292 16.303
F 8.967 -19.297 18.301
S 6.653 -17.810 18.465
O 6.644 -18.033 19.894
O 6.112 -16.559 17.982
O 5.880 -19.028 18.138
C 7.982 -22.819 21.597
F 9.124 -23.117 20.975
F 7.565 -23.864 22.279
F 8.193 -21.801 22.398
S 6.580 -22.408 20.332
O 6.363 -23.531 19.471
O 5.389 -21.917 21.021
O 6.892 -21.099 19.744
C 6.965 -17.533 23.851
F 7.125 -16.638 22.897
F 8.095 -18.096 24.201
F 6.450 -17.025 24.955
S 5.737 -18.898 23.210
O 5.049 -19.467 24.362
O 4.928 -18.405 22.170
O 6.372 -19.926 22.353
C 12.584 -24.358 22.245
Cl 11.432 -24.146 23.676
Cl 11.592 -24.676 20.752
Cl 13.666 -25.693 22.690
H 13.123 -23.420 22.112
C 2.396 -24.181 19.462
C 2.712 -23.859 17.971
C 1.383 -24.237 17.377
C 1.124 -23.778 15.935
C 1.387 -22.278 15.802
C 2.789 -21.862 16.292
N 2.941 -22.421 17.685
O 3.812 -21.628 18.595
C 3.870 -22.289 15.244
C 2.808 -20.289 16.241
C 3.728 -24.903 17.502
H 1.889 -23.353 19.958
H 3.362 -24.226 19.964
H 1.767 -25.052 19.644
H 1.175 -25.305 17.442
H 0.620 -23.746 17.980
H 0.082 -23.900 15.638
H 1.765 -24.233 15.180
H 0.796 -21.668 16.485
H 1.194 -22.042 14.755
H 3.805 -21.771 14.287
H 4.891 -22.272 15.626
H 3.661 -23.295 14.883
H 2.249 -19.820 17.051
H 3.792 -19.832 16.345
H 2.418 -19.873 15.311
H 4.697 -24.466 17.741
H 3.738 -24.905 16.412
H 3.626 -25.866 18.003
C 3.808 -22.534 23.796
C 2.416 -21.892 23.839
C 2.110 -21.687 25.295
C 0.883 -20.820 25.591
C 0.973 -19.473 24.892
C 1.251 -19.601 23.410
N 2.349 -20.634 23.062
O 2.795 -20.705 21.644
C -0.099 -20.010 22.805
C 1.533 -18.175 22.844
C 1.436 -22.997 23.352
H 3.886 -23.343 24.522
H 4.594 -21.796 23.954
H 3.907 -22.909 22.777
H 2.008 -22.655 25.786
H 2.921 -21.119 25.752
H 0.782 -20.656 26.664
H 0.001 -21.358 25.244
H 1.806 -19.035 25.442
H 0.075 -18.874 25.043
H -0.599 -20.861 23.268
H -0.902 -19.280 22.903
H -0.139 -20.005 21.716
H 1.560 -17.969 21.774
H 0.878 -17.460 23.342
H 2.478 -17.768 23.202
H 0.390 -22.693 23.305
H 1.483 -23.936 23.904
H 1.658 -23.337 22.341
C 11.361 -20.899 20.115
C 11.511 -19.649 21.106
C 12.891 -19.096 20.500
C 13.345 -17.688 21.135
C 12.196 -16.756 20.903
C 10.903 -17.243 21.514
N 10.486 -18.606 20.993
O 9.179 -19.050 21.429
C 11.049 -17.053 23.020
C 9.924 -16.132 21.028
C 11.819 -20.292 22.466
H 11.506 -20.736 19.047
H 10.335 -21.248 20.236
H 12.078 -21.717 20.180
H 13.665 -19.849 20.653
H 12.900 -19.077 19.411
H 14.179 -17.166 20.667
H 13.502 -17.851 22.201
H 12.141 -16.563 19.832
H 12.506 -15.850 21.424
H 10.964 -16.010 23.325
H 10.330 -17.698 23.527
H 11.974 -17.395 23.485
H 9.985 -15.914 19.962
H 8.945 -16.347 21.458
H 10.148 -15.161 21.470
H 10.943 -20.802 22.866
H 12.066 -19.474 23.143
H 12.746 -20.863 22.520
N 6.945 -26.252 19.156
C 6.371 -27.198 18.367
C 6.825 -28.433 18.792
C 7.651 -28.192 19.850
C 7.740 -26.787 20.119
H 6.749 -25.273 19.001
H 5.749 -26.933 17.525
H 6.511 -29.367 18.351
H 8.218 -28.968 20.343
H 8.326 -26.113 20.726
*
```

Molar mass list, top to bottom, in g mol⁻¹: 87.08 1510.97 1280.91
Energy list, top to bottom, in Ha: -322.55583 -12970.53822 -6012.57859